Entry 1:
14
Properties=species:S:1:pos:R:3:nbo_charge:R:1 method="wB97M-V/def2-TZVPD" de_lowest_kcal_mol=153.7 total_energy_ha=-303.774012 total_charge=+1 homo_energy_ev=-11.9
C -1.117 0.003 0.121 -0.457
C -0.229 0.796 0.928 0.002
C -2.489 0.086 0.195 0.681
C -0.008 -0.976 -0.349 -0.380
C 1.061 -0.183 0.394 -0.200
N -3.659 0.271 0.028 -0.503
N 2.203 0.631 -0.301 -0.664
H -0.122 -1.942 0.126 0.243
H 0.029 -0.980 -1.442 0.229
H 1.453 -0.702 1.314 0.245
H -4.526 0.677 0.244 0.474
H 2.495 0.131 -1.170 0.448
H 2.933 0.594 0.327 0.435
H 1.976 1.594 -0.416 0.447

---

Entry 2:
130
Properties=species:S:1:pos:R:3:lowdin_spin:R:1 method="wB97M-V/def2-TZVPD" de_lowest_kcal_mol=6.0 total_energy_ha=-6617.239283 spin_multiplicity=2 s2=0.77 total_charge=-2 homo_energy_ev="-2.5 / -2.9"
Cs 1.205 -0.796 0.186 0.001
C 4.240 -2.188 4.184 0.000
C 3.648 -1.169 3.206 0.000
C 2.399 -0.536 3.829 0.000
C 4.679 -0.068 2.941 0.000
O 3.350 -1.746 1.959 0.000
Ge 2.640 -3.490 1.710 0.000
O 2.529 -3.210 -0.160 0.000
C 3.453 -3.696 -1.106 0.000
C 4.050 -5.050 -0.708 0.000
C 2.696 -3.859 -2.421 0.000
C 4.581 -2.675 -1.273 0.000
O 0.908 -2.853 2.079 0.000
C -0.224 -3.700 2.205 0.000
C -1.409 -2.781 2.496 0.000
C -0.023 -4.682 3.362 0.000
C -0.484 -4.451 0.900 0.000
H 4.584 -1.693 5.095 0.000
H 5.083 -2.699 3.719 0.000
H 3.501 -2.940 4.459 0.000
H 2.646 -0.087 4.795 0.000
H 1.619 -1.284 3.955 0.000
H 2.012 0.252 3.179 0.000
H 4.938 0.472 3.854 0.000
H 4.272 0.639 2.218 0.000
H 5.585 -0.503 2.517 0.000
H 3.253 -5.765 -0.503 0.000
H 4.662 -4.964 0.190 0.000
H 4.672 -5.438 -1.518 0.000
H 1.892 -4.583 -2.286 0.000
H 3.354 -4.201 -3.223 0.000
H 2.252 -2.908 -2.719 0.000
H 5.054 -2.491 -0.308 0.000
H 4.179 -1.728 -1.635 0.000
H 5.335 -3.022 -1.983 0.000
H -1.202 -2.186 3.390 0.000
H -2.322 -3.357 2.661 0.000
H -1.567 -2.122 1.640 0.000
H 0.195 -4.130 4.279 0.000
H 0.815 -5.351 3.160 0.000
H -0.919 -5.284 3.519 0.000
H -0.670 -3.733 0.099 0.000
H -1.359 -5.099 0.991 0.000
H 0.377 -5.067 0.631 0.000
O 0.669 6.911 -7.143 0.029
C 1.026 6.342 -6.141 0.011
S 0.371 4.809 -5.581 0.002
C 1.349 4.607 -4.116 0.130
C 2.266 5.653 -3.860 0.158
S 3.339 5.800 -2.585 0.301
S 2.276 6.954 -5.060 0.011
S 1.064 3.240 -3.203 0.323
O 0.823 1.831 0.592 0.000
P 0.561 3.121 1.274 0.000
N -0.203 4.282 0.377 0.001
C -1.308 3.825 -0.492 0.006
C -1.555 4.990 -1.466 0.005
C -0.695 6.140 -0.933 0.001
C 0.467 5.422 -0.263 0.007
N 1.922 3.898 1.840 0.000
C 3.079 3.937 0.914 0.000
C 4.309 4.114 1.823 0.000
C 3.733 4.384 3.214 0.000
C 2.418 3.619 3.189 0.000
N -0.403 2.824 2.586 0.000
C -1.125 3.859 3.307 0.000
C -2.575 3.387 3.266 0.000
C -2.444 1.865 3.385 0.000
C -1.075 1.523 2.756 0.000
H -2.184 3.599 0.118 0.000
H -1.032 2.919 -1.033 0.004
H -2.611 5.250 -1.533 0.000
H -1.214 4.704 -2.460 0.004
H -1.247 6.718 -0.186 0.000
H -0.361 6.817 -1.719 0.000
H 0.977 6.025 0.487 0.001
H 1.191 5.101 -1.015 0.004
H 2.968 4.751 0.201 0.001
H 3.143 3.013 0.337 0.000
H 4.954 4.919 1.475 0.000
H 4.901 3.199 1.835 0.000
H 3.530 5.449 3.346 0.000
H 4.392 4.055 4.018 0.000
H 1.707 3.959 3.940 0.000
H 2.599 2.549 3.352 0.000
H -0.970 4.828 2.832 0.000
H -0.775 3.924 4.346 0.000
H -3.015 3.657 2.306 0.000
H -3.187 3.824 4.056 0.000
H -3.253 1.340 2.879 0.000
H -2.464 1.567 4.435 0.000
H -1.178 1.017 1.795 0.000
H -0.499 0.868 3.411 0.000
C -1.135 -0.431 -3.674 0.000
C -2.582 -0.460 -3.168 0.000
C -3.506 -0.738 -4.352 0.000
C -2.915 0.909 -2.571 0.000
Si -2.644 -1.749 -1.747 0.000
O -1.564 -1.450 -0.643 0.000
C -2.437 -3.451 -2.592 0.000
C -3.485 -4.231 -3.087 0.000
C -3.256 -5.430 -3.751 0.000
C -1.958 -5.882 -3.939 0.000
C -0.898 -5.130 -3.450 0.000
C -1.140 -3.937 -2.782 0.000
C -4.413 -1.716 -1.006 0.000
C -5.623 -1.877 -1.689 0.000
C -6.850 -1.797 -1.040 0.000
C -6.900 -1.549 0.324 0.000
C -5.716 -1.376 1.027 0.000
C -4.496 -1.455 0.366 0.000
H -1.001 0.362 -4.417 0.000
H -0.856 -1.380 -4.139 0.000
H -0.442 -0.237 -2.856 0.000
H -3.322 -0.012 -5.153 0.000
H -4.558 -0.650 -4.077 0.000
H -3.345 -1.735 -4.767 0.000
H -2.764 1.704 -3.311 0.000
H -2.270 1.116 -1.718 0.000
H -3.952 0.955 -2.227 0.000
H -4.506 -3.906 -2.945 0.000
H -4.093 -6.013 -4.120 0.000
H -1.772 -6.814 -4.458 0.000
H 0.119 -5.478 -3.587 0.000
H -0.308 -3.367 -2.387 0.000
H -5.620 -2.065 -2.754 0.000
H -7.768 -1.926 -1.602 0.000
H -7.856 -1.485 0.834 0.000
H -5.741 -1.177 2.092 0.000
H -3.572 -1.308 0.906 0.000

---

Entry 3:
80
Properties=species:S:1:pos:R:3:lowdin_charge:R:1 method="wB97M-V/def2-TZVPD" total_energy_ha=-4777.531547 total_charge=-2 homo_energy_ev="-1.5 / -1.5"
Ce 0.220 0.259 -0.010 0.962
C 2.082 -3.083 2.460 -0.148
Si 2.673 -1.323 2.134 0.359
C 4.209 -1.121 3.213 -0.200
C 3.434 -1.275 0.433 -0.194
N 1.413 -0.168 2.208 -0.160
C 1.016 0.532 3.346 -0.311
C 1.612 0.351 4.607 -0.067
C 1.340 1.161 5.712 -0.146
C 0.434 2.197 5.572 -0.146
C -0.227 2.350 4.351 -0.086
C -0.025 1.500 3.244 -0.318
N -0.791 1.570 2.079 -0.147
Si -2.243 2.453 2.063 0.334
C -2.140 4.322 1.945 -0.171
C -3.403 2.101 3.519 -0.183
C -3.341 1.971 0.618 -0.155
H 2.558 -3.521 3.346 0.020
H 2.299 -3.731 1.599 0.022
H 0.994 -3.100 2.619 0.024
H 5.045 -1.645 2.732 0.022
H 4.079 -1.534 4.221 0.011
H 4.483 -0.059 3.321 0.036
H 4.270 -1.988 0.382 0.039
H 3.825 -0.280 0.209 0.009
H 2.748 -1.551 -0.370 0.005
H 2.338 -0.448 4.716 0.065
H 1.849 0.986 6.651 0.077
H 0.229 2.877 6.389 0.078
H -0.942 3.164 4.246 0.068
H -1.821 4.796 2.884 0.018
H -3.124 4.727 1.669 0.027
H -1.420 4.606 1.162 0.018
H -2.886 2.070 4.487 0.016
H -3.896 1.126 3.379 0.014
H -4.186 2.869 3.566 0.024
H -3.139 2.594 -0.260 0.026
H -4.393 2.110 0.906 0.036
H -3.211 0.922 0.321 0.020
Cl -2.497 -6.605 1.763 0.623
C -1.613 -5.251 1.075 -0.613
C -0.627 -5.491 0.166 -0.185
C 0.099 -4.428 -0.404 -0.641
I 1.644 -4.817 -1.746 0.890
C -0.148 -3.092 -0.092 -0.463
O 0.495 -2.093 -0.584 -0.290
C -1.189 -2.868 0.887 -0.160
N -1.388 -1.566 1.236 0.080
C -2.247 -1.283 2.178 -0.093
C -3.021 -2.276 2.815 -0.031
C -2.867 -3.576 2.459 -0.031
C -1.913 -3.926 1.478 -0.174
H -0.396 -6.511 -0.107 0.085
H -2.317 -0.235 2.454 0.076
H -3.723 -1.986 3.585 0.103
H -3.452 -4.353 2.930 0.085
S 2.486 1.200 -4.729 0.315
C 1.851 0.730 -3.245 -1.883
S 2.467 1.336 -1.787 0.505
S 0.580 -0.374 -3.189 0.543
F 0.760 5.822 -1.503 0.053
C 0.056 4.705 -1.747 -0.285
C 0.178 3.627 -0.909 -0.099
C -0.554 2.467 -1.130 -0.202
C -1.435 2.443 -2.218 -0.155
C -1.475 3.537 -3.071 -0.218
F -2.237 3.513 -4.185 0.046
C -0.749 4.686 -2.866 0.058
C -2.315 1.258 -2.389 -0.239
C -3.485 1.259 -3.150 0.002
C -4.251 0.111 -3.241 -0.067
C -3.849 -1.034 -2.573 -0.061
C -2.705 -0.946 -1.807 -0.121
N -1.970 0.161 -1.705 0.003
H 0.875 3.698 -0.075 0.118
H -0.796 5.515 -3.558 0.122
H -3.795 2.158 -3.655 0.105
H -5.161 0.115 -3.828 0.098
H -4.401 -1.961 -2.629 0.097
H -2.356 -1.805 -1.242 0.107

---

Entry 4:
10
Properties=species:S:1:pos:R:3:nbo_charge:R:1 method="wB97M-V/def2-TZVPD" de_lowest_kcal_mol=34.8 total_energy_ha=-354.831350 total_charge=+1 homo_energy_ev=-16.1
C 0.673 0.258 -0.264 0.787
N -0.924 -1.212 1.644 0.425
N 1.654 0.032 0.314 -0.531
N 0.093 0.879 -1.236 -0.820
O -0.956 -0.638 0.560 -0.386
O 0.091 -1.363 2.222 -0.279
H -1.782 -1.638 2.017 0.391
H 1.833 -0.565 1.115 0.470
H -0.809 0.847 -1.693 0.477
H 0.685 1.707 -1.522 0.465

---

Entry 5:
24
Properties=species:S:1:pos:R:3:nbo_charge:R:1 method="wB97M-V/def2-TZVPD" de_lowest_kcal_mol=72.7 total_energy_ha=-841.462870 total_charge=0 homo_energy_ev=-8.5
C -2.432 -0.589 -3.348 -0.977
C -0.482 0.955 -0.534 0.828
C 2.076 -1.520 0.800 -0.599
C -0.252 -1.281 1.354 -0.638
C -1.260 2.953 0.401 -0.279
C 0.659 -0.061 -0.635 0.016
C 0.933 -0.553 0.804 -0.229
O -1.404 0.760 -1.258 -0.607
O 0.349 -1.036 -1.475 -0.782
O -0.259 1.932 0.344 -0.475
P -1.473 -1.191 -2.120 1.014
H -3.139 -1.218 -3.681 0.226
H 2.177 -2.001 1.708 0.201
H 3.001 -1.045 0.584 0.204
H 1.883 -2.328 0.171 0.218
H -0.626 -2.028 0.666 0.237
H 0.020 -1.782 2.240 0.216
H -0.892 -0.586 1.819 0.209
H -2.197 2.720 1.040 0.196
H -1.682 3.235 -0.521 0.200
H -0.856 3.864 0.767 0.203
H 1.327 0.576 -1.249 0.200
H 1.172 0.365 1.386 0.211
H -2.193 0.262 -3.845 0.205

---

Entry 6:
92
Properties=species:S:1:pos:R:3:lowdin_spin:R:1 method="wB97M-V/def2-TZVPD" de_lowest_kcal_mol=48.1 total_energy_ha=-4940.226910 spin_multiplicity=3 s2=2.04 total_charge=+1 homo_energy_ev="-8.3 / -11.0"
W -0.431 -0.802 0.613 1.014
C -3.291 0.581 2.057 0.001
N -1.889 1.037 2.004 0.004
C -1.891 2.357 1.333 0.001
C -1.415 1.251 3.386 0.001
C 0.128 1.245 3.580 0.001
N 0.989 1.052 2.396 0.010
C 1.340 2.351 1.794 0.007
C 2.268 0.493 2.881 0.002
H -3.938 1.326 2.540 0.000
H -3.389 -0.344 2.618 0.000
H -3.655 0.414 1.043 0.000
H -2.865 2.855 1.432 0.000
H -1.647 2.242 0.278 0.001
H -1.162 3.015 1.800 0.000
H -1.831 0.473 4.030 0.000
H -1.823 2.202 3.759 0.000
H 0.353 0.438 4.281 0.000
H 0.425 2.173 4.090 0.000
H 1.504 3.112 2.568 0.001
H 0.585 2.705 1.104 0.000
H 2.260 2.256 1.222 0.003
H 2.796 1.217 3.513 0.001
H 2.901 0.253 2.029 0.001
H 2.115 -0.417 3.457 0.000
C -3.631 2.178 -1.923 0.000
O -3.498 0.863 -2.455 0.001
C -2.860 -0.097 -1.776 0.002
O -2.196 0.096 -0.733 0.017
N -3.056 -1.276 -2.362 0.002
N -2.703 -2.497 -1.755 -0.001
H -4.599 2.532 -2.270 0.000
H -2.848 2.824 -2.316 0.000
H -3.603 2.164 -0.835 0.000
H -3.700 -1.310 -3.141 0.000
H -1.721 -2.386 -1.353 0.001
H -2.710 -3.229 -2.459 0.000
C 0.173 -4.017 -2.171 0.000
C 0.642 -2.614 -1.707 0.003
C 0.724 -1.686 -2.942 0.007
C 2.064 -2.754 -1.103 -0.002
N -0.209 -2.029 -0.717 -0.010
H 1.002 -4.544 -2.640 0.000
H -0.630 -3.946 -2.902 0.000
H -0.178 -4.601 -1.321 0.000
H 1.367 -2.131 -3.698 0.001
H 1.143 -0.724 -2.655 0.004
H -0.259 -1.524 -3.382 0.000
H 2.819 -2.533 -1.854 0.000
H 2.236 -3.760 -0.733 0.000
H 2.172 -2.058 -0.266 0.001
Cl -0.321 -4.757 2.999 0.001
C 0.793 -3.979 1.849 0.002
C 1.307 -2.663 2.453 0.009
O 1.961 -2.629 3.471 0.021
O 0.980 -1.598 1.775 0.042
H 0.247 -3.763 0.927 0.001
H 1.626 -4.662 1.685 0.000
C 3.745 4.776 -4.372 0.018
C 3.187 3.729 -3.465 0.099
C 1.824 3.618 -3.223 -0.012
C 1.304 2.665 -2.370 0.087
C -0.182 2.608 -2.195 0.014
C 2.167 1.764 -1.687 0.014
C 1.712 0.771 -0.784 0.324
O 0.509 0.599 -0.319 0.113
C 3.565 1.852 -1.972 0.077
C 4.566 0.926 -1.349 0.011
C 4.033 2.816 -2.836 -0.016
H 2.962 5.415 -4.772 0.000
H 4.275 4.313 -5.203 0.006
H 4.463 5.398 -3.840 0.005
H 1.144 4.300 -3.714 -0.003
H -0.662 3.131 -3.022 0.001
H -0.467 3.106 -1.266 0.005
H -0.535 1.575 -2.161 0.002
H 2.451 0.060 -0.403 0.016
H 4.357 -0.112 -1.606 0.003
H 4.575 1.020 -0.263 0.003
H 5.558 1.175 -1.718 0.000
H 5.094 2.874 -3.034 -0.003
Br -2.171 -2.128 5.911 -0.001
C -2.471 -2.409 4.051 -0.002
C -3.617 -3.067 3.616 0.024
C -3.755 -3.196 2.231 -0.002
C -2.827 -2.656 1.377 0.026
N -1.710 -1.971 1.790 0.010
C -1.546 -1.919 3.153 0.023
H -4.335 -3.473 4.307 0.001
H -4.597 -3.723 1.816 -0.001
H -2.961 -2.746 0.306 0.002
H -0.632 -1.470 3.525 0.001

---

Entry 7:
10
Properties=species:S:1:pos:R:3:nbo_charge:R:1 method="wB97M-V/def2-TZVPD" de_lowest_kcal_mol=82.3 total_energy_ha=-681.956966 total_charge=-1 homo_energy_ev=-3.1
C -1.332 -0.367 0.292 0.159
C 0.328 0.860 0.078 -0.626
N -1.974 -0.535 -0.761 -0.715
O 2.971 0.744 0.106 -1.052
O 1.813 -1.485 -0.020 -1.045
S 1.948 -0.124 -0.589 1.470
H -1.564 -0.919 1.254 0.129
H 0.065 1.569 -0.647 0.163
H 0.534 1.362 1.133 0.186
H -2.787 -1.105 -0.846 0.331

---

Entry 8:
6
Properties=species:S:1:pos:R:3:nbo_charge:R:1 method="wB97M-V/def2-TZVPD" total_energy_ha=-3533.647963 spin_multiplicity=2 s2=0.75 total_charge=0 homo_energy_ev="-10.9 / -10.9"
Br -0.713 -2.682 1.799 0.004
C 0.047 0.582 -0.199 -0.374
Cl 1.791 0.241 -0.276 -0.033
Cl -0.609 0.300 -1.865 -0.052
H -0.499 -0.079 0.474 0.231
H -0.017 1.638 0.067 0.224